DFT (ωB97M-V with the def2-TZVPD basis set) results for an isolated ion of composition C7H16N3O and charge +1 at a distorted geometry.

Cartesian coordinates (Å):
C  -2.51491  -1.67110  1.85339
C  -3.04124  -1.49127  0.46310
N  -2.27252  -0.55004  -0.53177
C  -1.99198  0.97830  0.12531
O  -0.60112  1.04609  0.00999
C  -0.07516  -0.03851  -0.55766
N  1.20145  -0.01757  -0.75514
C  2.17257  1.06938  -0.40206
C  2.73736  1.87463  -1.54281
C  3.16227  0.20286  0.43732
N  -0.98788  -0.98315  -0.78453
H  -1.47635  -1.91182  2.10994
H  -3.00224  -0.86702  2.40054
H  -3.07514  -2.49672  2.28021
H  -3.90287  -0.92650  0.64799
H  -3.21962  -2.43277  -0.22322
H  -2.59129  1.73555  -0.54437
H  -2.40494  1.05816  1.09438
H  1.80898  -0.71746  -1.18682
H  1.67296  1.91552  0.11362
H  3.12835  1.16450  -2.23858
H  2.27484  2.72976  -1.97056
H  3.63060  2.25359  -1.09831
H  2.53416  -0.47236  0.97461
H  3.88393  0.51101  1.16969
H  3.80046  -0.31289  -0.28352
H  -0.85066  -1.65018  -1.56074

The value obtained for the orbital gap is 0.372 Eh. The HOMO energy comes out at -12.81 eV. As for the multiplicity: 1. The net charge is +1. As for the strongest force on any atom: 5.31 eV/Å.

How is the electron density shared among the atoms? According to Mulliken, the charges in e are: -1.02, -0.49, -0.23, -0.23, -0.28, 0.58, -0.17, 0.41, -1.48, -1.29, -0.15, 0.29, 0.33, 0.35, 0.37, 0.35, 0.23, 0.30, 0.33, 0.24, 0.34, 0.37, 0.43, 0.38, 0.34, 0.40, 0.31

DFT (ωB97M-V with the def2-TZVPD basis set) results for an isolated ion of composition C7H16N3P and charge +2 at a distorted geometry.

Cartesian coordinates (Å):
C  -4.44107  1.09668  -0.10541
C  -3.22707  1.76720  -0.33423
C  -1.47168  0.27587  -0.92216
C  3.43245  0.47715  0.16387
C  2.23236  -1.72718  0.50691
C  -0.16586  -0.49582  -0.69766
C  0.98373  0.31819  -0.01455
N  -4.68647  -0.17360  0.16299
N  -1.99745  1.19106  -0.20347
N  2.26582  -0.39279  -0.21499
P  -6.02958  -1.01590  0.32279
H  -5.18756  1.89039  -0.05311
H  -3.09189  2.81596  -0.56284
H  4.29146  0.27150  -0.50036
H  3.18633  1.51817  -0.12847
H  3.54673  0.35937  1.17939
H  1.49908  -1.73693  1.24209
H  2.04255  -2.66525  -0.07076
H  3.25918  -2.03357  0.85544
H  -0.44453  -1.31766  -0.06674
H  0.06323  -0.98177  -1.71382
H  0.73119  0.20924  1.07301
H  0.97664  1.25284  -0.52328
H  -1.58068  1.52236  0.68398
H  2.38646  -0.50720  -1.22869
H  -5.50751  -2.24557  0.65239
H  -6.99811  -0.84020  -0.66760

The value obtained for the orbital gap (spin up / spin down) is 0.189 / 0.181 Eh. The HOMO energy (spin up / spin down) comes out at -14.42 / -14.28 eV. As for the multiplicity: 1. The net charge is +2. As for the strongest force on any atom: 3.77 eV/Å.

How is the electron density shared among the atoms? According to Mulliken, the charges in e are: 0.12, -0.29, -0.80, -0.89, -0.90, 0.04, -0.98, -0.30, -0.04, 0.08, 0.24, 0.37, 0.42, 0.35, 0.35, 0.44, 0.39, 0.34, 0.40, 0.33, 0.38, 0.32, 0.51, 0.32, 0.40, 0.20, 0.22

DFT (ωB97M-V with the def2-TZVPD basis set) results for C7H16N6O15Pb as an isolated structure at a distorted geometry.

Cartesian coordinates (Å):
Pb  0.27019  0.86454  0.95220
O  1.08019  -2.67985  -4.50998
C  1.68840  -1.75878  -3.76434
O  1.26132  -1.43282  -2.59020
O  2.73704  -1.26537  -4.18509
H  1.79870  -2.67561  -5.14664
O  5.54710  0.65463  3.53220
C  5.63936  0.63337  2.22064
O  4.66012  0.29551  1.60569
O  6.60707  0.98858  1.64170
H  4.64120  0.73553  3.83944
O  2.72380  6.06875  -0.46890
C  2.56374  4.74357  -0.22446
O  2.12277  4.42352  0.83678
O  2.69387  3.83311  -1.01371
H  2.56082  6.28489  0.45214
O  -3.61539  4.28387  4.35490
C  -3.23452  3.05109  4.44194
O  -3.86500  2.29139  5.21259
O  -2.38635  2.62983  3.62167
H  -4.01559  4.24305  5.22654
C  1.62080  -4.35354  2.57538
O  1.11063  -3.21278  2.43022
N  0.97915  -5.39526  2.15184
N  2.68258  -4.51958  3.21870
H  0.16136  -5.28968  1.56860
H  1.24076  -6.29127  2.53763
H  3.27875  -3.72695  3.02785
H  2.92019  -5.49255  3.34898
C  -3.60008  -2.93803  -0.53977
O  -3.12252  -1.96772  -0.01525
N  -3.39733  -3.32344  -1.78086
N  -4.54362  -3.63547  -0.02483
H  -2.74586  -2.78092  -2.32983
H  -3.97037  -4.08577  -2.11338
H  -4.74971  -4.46430  -0.56395
H  -4.77722  -3.42268  0.93447
C  -1.80876  3.35979  -3.32290
O  -1.72065  2.74020  -2.27017
N  -0.72750  3.76263  -3.98342
N  -2.93267  3.62711  -3.97959
H  -1.05338  4.26148  -4.79894
H  0.19185  3.73819  -3.56597
H  -3.69293  3.01250  -3.72596
H  -2.82210  4.18528  -4.81405

The value obtained for the orbital gap is 0.119 Eh. The HOMO energy comes out at -2.54 eV. As for the multiplicity: 1. The net charge is -2. As for the strongest force on any atom: 8.58 eV/Å.

How is the electron density shared among the atoms? According to Mulliken, the charges in e are: 1.61, -0.46, 0.61, -0.74, -0.70, 0.30, -0.50, 0.69, -0.65, -0.63, 0.30, -0.48, 0.72, -0.69, -0.69, 0.29, -0.44, 0.61, -0.75, -0.71, 0.30, 0.64, -0.68, -0.39, -0.37, 0.22, 0.14, 0.29, 0.17, 0.64, -0.62, -0.39, -0.40, 0.25, 0.13, 0.15, 0.24, 0.64, -0.63, -0.36, -0.41, 0.10, 0.26, 0.24, 0.15

DFT (ωB97M-V with the def2-TZVPD basis set) results for a 2-piece molecular cluster, C7H16NO2S overall at a distorted geometry.

Cartesian coordinates (Å):
C  -0.85922  -2.11627  -0.58842
C  0.44624  -2.79338  -0.72384
C  0.35665  -0.88468  1.12248
C  -0.94209  2.53190  1.18341
C  -1.31198  1.64175  -0.02657
C  -1.64555  0.16594  0.25522
C  2.44263  0.93955  -0.87235
N  -0.52639  -0.75422  -0.07396
O  1.76464  0.18724  -1.46704
O  2.15967  2.24275  -0.77429
S  1.23976  -2.41351  0.89450
H  -1.39657  -1.98256  -1.61586
H  -1.63905  -2.56635  0.06232
H  0.36038  -3.82478  -0.61495
H  1.22433  -2.57100  -1.51361
H  -0.37975  -0.93703  1.97638
H  0.03807  2.46122  1.56528
H  -1.08201  3.49272  0.88601
H  -1.65663  2.22323  2.04665
H  -0.47529  1.87593  -0.77503
H  -2.19626  2.05917  -0.56140
H  -1.83771  0.18447  1.35415
H  -2.53365  -0.15741  -0.37172
H  3.38689  0.51325  -0.46077
H  -0.02429  -0.37401  -0.80189
H  2.31120  -2.01898  0.20957
H  2.77597  2.87507  -0.31426

The value obtained for the orbital gap is 0.338 Eh. The HOMO energy comes out at -12.10 eV. As for the multiplicity: 1. The net charge is +1. As for the strongest force on any atom: 4.74 eV/Å.

How is the electron density shared among the atoms? According to Mulliken, the charges in e are: -0.63, -0.68, -0.71, -1.34, -0.23, -0.56, 0.18, 0.20, -0.49, -0.42, 0.08, 0.40, 0.38, 0.47, 0.40, 0.39, 0.30, 0.46, 0.33, 0.19, 0.38, 0.30, 0.39, 0.38, 0.30, 0.18, 0.35

DFT (ωB97M-V with the def2-TZVPD basis set) results for a 2-piece molecular cluster, C7H16O overall at a distorted geometry.

Cartesian coordinates (Å):
C  -0.19703  1.57209  -1.47955
C  -0.42708  0.05171  -1.11526
C  0.92201  -0.28936  -0.44146
C  0.67634  -0.84206  0.92910
C  -0.30977  -0.49706  1.69567
C  1.96189  -1.48696  1.70151
C  1.58280  -2.92767  1.64615
H  0.78009  1.70776  -1.87707
H  -0.28235  2.06341  -0.46771
H  -0.94585  2.02934  -2.07435
H  -1.26225  -0.16239  -0.42585
H  -0.66811  -0.60831  -2.02366
H  1.30356  -0.95236  -1.25004
H  1.67579  0.53323  -0.49436
H  -1.19010  0.00477  1.32866
H  -0.23623  -0.52693  2.78088
H  2.07974  -1.14009  2.82451
H  2.79768  -1.02562  1.24638
H  2.30452  -3.56358  2.13459
H  0.64129  -3.05981  2.14152
H  1.31576  -3.32841  0.69274
H  -4.53557  4.35721  -1.90257
H  -3.96250  3.56200  -2.92644
O  -4.02463  4.52909  -2.64340

The value obtained for the orbital gap (spin up / spin down) is 0.076 / 0.358 Eh. The HOMO energy (spin up / spin down) comes out at 1.15 / -6.65 eV. As for the multiplicity: 2. Its expectation value of S² is 0.750. The net charge is -1. As for the strongest force on any atom: 4.75 eV/Å.

How is the electron density shared among the atoms? According to Mulliken, the charges in e are: -1.86, -0.88, -0.83, 0.72, -1.24, -0.81, -1.27, 0.22, 0.25, 1.03, 0.16, 0.55, 0.25, 0.41, 0.71, 0.36, 0.27, 0.38, 0.41, 0.34, 0.36, 0.68, 0.56, -1.76

DFT (ωB97M-V with the def2-TZVPD basis set) results for a 2-piece molecular cluster, C7H16O overall at a distorted geometry.

Cartesian coordinates (Å):
C  0.00000  0.00000  0.00000
C  -0.47272  1.43424  0.28022
C  -0.89012  1.81167  1.67793
C  0.34640  1.84877  2.60970
C  -2.14294  2.14011  2.04964
C  -2.55250  2.68646  3.39705
C  -3.33137  2.08888  1.10876
H  -0.23606  -0.38862  -1.00491
H  -0.56244  -0.58715  0.74533
H  1.07864  -0.13669  0.18564
H  0.33221  2.12560  -0.03530
H  -1.35723  1.63559  -0.35426
H  0.04376  1.31116  3.52402
H  0.58612  2.89150  2.87776
H  1.25500  1.37165  2.20549
H  -3.46639  2.14194  3.68847
H  -2.78353  3.76417  3.35470
H  -1.78320  2.52168  4.17012
H  -3.55775  3.06775  0.65361
H  -4.19224  1.78006  1.72532
H  -3.19304  1.34938  0.30214
O  1.02331  -0.59930  -4.05183
H  1.12390  -0.53658  -5.02866
H  1.01859  -1.56528  -3.86447

The value obtained for the orbital gap is 0.341 Eh. The HOMO energy comes out at -8.44 eV. As for the multiplicity: 1. As for the strongest force on any atom: 1.85 eV/Å.

How is the electron density shared among the atoms? According to Mulliken, the charges in e are: -1.11, -0.64, 0.24, -1.50, 1.15, -1.35, -1.41, 0.32, 0.34, 0.30, 0.34, 0.26, 0.37, 0.31, 0.32, 0.36, 0.29, 0.33, 0.27, 0.40, 0.40, -0.63, 0.32, 0.32

DFT (ωB97M-V with the def2-TZVPD basis set) results for a 2-piece molecular cluster, C7H16O overall.

Cartesian coordinates (Å):
C  2.10892  -0.37845  -0.62497
C  0.76272  -0.88935  -0.10725
C  -0.36763  -0.53276  -1.07496
C  -0.41521  0.97519  -1.33018
C  0.93099  1.48610  -1.84790
C  2.06134  1.12950  -0.88019
H  2.34691  -0.89513  -1.57463
H  2.91169  -0.61776  0.09874
H  0.55522  -0.42091  0.87406
H  0.80337  -1.98511  0.04474
H  -1.33815  -0.88254  -0.67347
H  -0.19376  -1.05343  -2.03627
H  -1.21800  1.21452  -2.05386
H  -0.65317  1.49185  -0.38050
H  1.13849  1.01770  -2.82923
H  0.89033  2.58186  -1.99985
H  3.03186  1.47931  -1.28164
H  1.88743  1.65015  0.08113
C  -2.70612  -0.60102  3.06634
O  -2.53858  -1.98038  2.75367
H  -3.67699  -0.51051  3.58192
H  -2.72750  0.03085  2.16252
H  -1.91491  -0.22760  3.73803
H  -1.67919  -2.08203  2.29376

The value obtained for the orbital gap is 0.414 Eh. The HOMO energy comes out at -10.43 eV. As for the multiplicity: 1. As for the strongest force on any atom: 0.94 eV/Å.

How is the electron density shared among the atoms? According to Mulliken, the charges in e are: -0.67, -0.45, -0.60, -0.57, -0.62, -0.58, 0.32, 0.30, 0.27, 0.24, 0.27, 0.31, 0.30, 0.28, 0.31, 0.30, 0.29, 0.30, -0.49, -0.50, 0.25, 0.20, 0.24, 0.30

DFT (ωB97M-V with the def2-TZVPD basis set) results for C7H16O2 as an isolated structure at a distorted geometry.

Cartesian coordinates (Å):
C  -1.04849  -0.47288  -2.39619
C  -1.09910  0.31346  -0.43525
C  0.69911  0.61502  1.49109
C  0.30083  0.39741  -0.48329
C  -1.91221  -0.64495  0.37941
C  1.77042  1.68187  1.52592
C  1.16661  -0.73205  1.98451
O  -0.30771  0.13103  -3.42394
O  -0.68488  -1.81807  -2.24169
H  -0.87939  -2.28449  -3.07348
H  0.62621  0.09507  -3.17301
H  -2.10047  -0.36929  -2.67971
H  -1.59785  1.27138  -0.58764
H  -0.19169  0.95406  2.02187
H  0.93826  -0.44005  -0.74924
H  0.68224  1.34023  -0.86848
H  -1.42533  -1.61486  0.47547
H  -2.14457  -0.22392  1.36210
H  -2.88368  -0.80878  -0.09658
H  1.38765  2.64614  1.17738
H  0.38210  -1.49168  1.95105
H  2.16298  1.84368  2.54117
H  2.62581  1.40755  0.89801
H  1.99892  -1.10898  1.37953
H  1.53422  -0.68692  3.02098

The value obtained for the orbital gap is 0.302 Eh. The HOMO energy comes out at -7.40 eV. As for the multiplicity: 1. As for the strongest force on any atom: 6.50 eV/Å.

How is the electron density shared among the atoms? According to Mulliken, the charges in e are: -0.15, 0.48, 0.46, -0.96, -1.39, -1.49, -1.35, -0.52, -0.51, 0.31, 0.35, 0.42, 0.24, 0.27, 0.46, 0.20, 0.26, 0.39, 0.42, 0.35, 0.30, 0.42, 0.31, 0.31, 0.41

DFT (ωB97M-V with the def2-TZVPD basis set) results for a 2-piece molecular cluster, C7H16O2 overall at a distorted geometry.

Cartesian coordinates (Å):
C  2.79814  -0.58908  1.40815
C  1.89672  0.40302  1.33645
C  0.39659  0.21025  1.58563
C  -0.12027  -1.18617  1.17863
C  -0.71321  -1.29714  -0.24984
C  -2.12219  -0.76443  -0.39169
C  -2.23599  0.34998  -1.39490
O  -1.44496  1.45347  -0.88470
H  3.86461  -0.38994  1.40602
H  2.69413  -1.57148  1.87350
H  2.10445  1.23798  0.66287
H  -0.22825  0.93721  1.07351
H  0.25882  0.36947  2.66503
H  0.66348  -1.90802  1.25452
H  -0.92396  -1.37903  1.90241
H  -0.57380  -2.35076  -0.56000
H  0.00367  -0.82177  -0.92239
H  -2.78778  -1.53562  -0.77721
H  -2.58733  -0.58238  0.57636
H  -3.22355  0.72893  -1.64770
H  -1.79055  0.09517  -2.35676
H  -0.70916  1.85630  -1.35861
O  1.52223  2.30691  -2.49863
H  1.62536  1.44811  -2.06847
H  1.63280  2.97900  -1.81217

The value obtained for the orbital gap is 0.377 Eh. The HOMO energy comes out at -9.62 eV. As for the multiplicity: 1. As for the strongest force on any atom: 2.65 eV/Å.

How is the electron density shared among the atoms? According to Mulliken, the charges in e are: -0.81, -0.21, -0.29, -0.78, -0.38, -0.71, -0.58, -0.52, 0.30, 0.25, 0.28, 0.23, 0.29, 0.37, 0.33, 0.41, 0.15, 0.34, 0.40, 0.33, 0.32, 0.29, -0.67, 0.32, 0.33

We obtain relative energy (zero: lowest compared OMol25 entry of this formula, charge and spin) values of 247.04 434.86 1129.63 204.24 181.02 98.66 38.54 421.42 255.08 kJ/mol for the records listed above, in that order.